Arrangement one

{
  "formula": "C4H11NO2S",
  "method": "wB97M-V/def2-TZVPD",
  "symbols": ["C", "N", "C", "O", "C", "C", "S", "H", "H", "H", "H", "H", "H", "H", "H", "H", "H", "H", "O"],
  "positions_angstrom": [[-0.1871, 0.2491, 0.6092], [-0.3303, -1.1825, 0.7149], [-1.0993, -1.7260, 1.8475], [-1.1468, -3.0835, 1.7953], [0.1145, 0.7281, -0.7984], [0.5631, 2.1959, -0.8628], [-0.1127, 3.2148, -2.2560], [0.6816, 0.5446, 1.2105], [-1.0532, 0.7406, 1.0744], [-0.5121, -1.7564, -0.0988], [-2.1394, -1.3038, 1.7867], [-0.5980, -1.3608, 2.7751], [-0.7856, 0.6293, -1.4155], [0.8618, 0.0922, -1.2708], [1.6267, 2.3327, -0.9267], [0.2065, 2.6906, 0.0540], [1.2916, -3.7428, 0.5754], [1.2939, -2.3257, 0.9026], [1.9384, -3.0346, 0.6773]],
  "orbital_gap_ha": 0.2208,
  "total_charge": -2
}


Arrangement two

{
  "formula": "C4H11NO2S",
  "method": "wB97M-V/def2-TZVPD",
  "symbols": ["C", "N", "C", "O", "C", "C", "S", "H", "H", "H", "H", "H", "H", "H", "H", "H", "H", "H", "O"],
  "positions_angstrom": [[-0.0074, -1.1460, 0.2136], [1.2723, -1.4949, -0.4702], [2.4757, -1.4497, 0.4848], [2.8683, -2.6636, 0.9107], [-0.6108, 0.1208, -0.3824], [-1.8308, 0.5932, 0.4963], [-3.1138, 1.6385, -0.3675], [0.1205, -1.1206, 1.2966], [-0.7185, -1.9919, 0.1243], [1.2155, -2.3570, -0.9865], [2.1959, -0.7735, 1.3180], [3.2466, -0.9996, -0.1992], [-1.0498, 0.0032, -1.3776], [0.0456, 0.9862, -0.4745], [-1.4305, 1.2713, 1.2547], [-2.2352, -0.3214, 0.9297], [-0.7741, 2.8132, -1.5730], [-1.1340, 3.3678, -0.2262], [-0.5356, 3.5240, -0.9716]],
  "orbital_gap_ha": 0.2147,
  "total_charge": -2
}


Most stable structure: arrangement one


Arrangement one

{
  "formula": "C36H30NP2PbS2Se",
  "method": "wB97M-V/def2-TZVPD",
  "symbols": ["Pb", "S", "C", "C", "C", "C", "C", "C", "S", "H", "H", "H", "H", "Se", "C", "C", "C", "N", "C", "C", "H", "H", "H", "H", "C", "P", "C", "C", "C", "C", "C", "C", "C", "C", "C", "C", "C", "C", "P", "C", "C", "C", "C", "C", "C", "C", "C", "C", "C", "C", "C", "H", "H", "H", "H", "H", "H", "H", "H", "H", "H", "H", "H", "H", "H", "H", "H", "H", "H", "H", "H", "H", "H"],
  "positions_angstrom": [[-0.1587, 2.4845, -2.9888], [-1.9631, 1.4389, -4.5204], [-3.4594, 2.1480, -3.9113], [-4.6695, 1.6503, -4.4251], [-5.8954, 2.1346, -4.0032], [-5.9414, 3.1451, -3.0470], [-4.7600, 3.6551, -2.5365], [-3.5055, 3.1772, -2.9530], [-2.0885, 3.9443, -2.2267], [-4.6220, 0.8627, -5.1681], [-6.8130, 1.7224, -4.4136], [-6.8919, 3.5305, -2.6998], [-4.7848, 4.4460, -1.7917], [1.9177, 4.4732, -1.2165], [2.9035, 4.5012, 0.3978], [4.0299, 3.6895, 0.6070], [4.7058, 3.7346, 1.8189], [4.3637, 4.5181, 2.8477], [3.2947, 5.3024, 2.6433], [2.5530, 5.3328, 1.4732], [4.3739, 3.0282, -0.1809], [5.5765, 3.1004, 1.9772], [3.0161, 5.9446, 3.4771], [1.6928, 5.9861, 1.3821], [-0.9806, -1.3978, -0.0743], [-0.2481, 0.1528, -0.8099], [1.4398, -0.3482, -1.3095], [1.5931, -1.5223, -2.0531], [2.8089, -1.8372, -2.6415], [3.8880, -0.9686, -2.5170], [3.7395, 0.2170, -1.8099], [2.5230, 0.5335, -1.2144], [-0.1089, 1.1766, 0.6994], [-1.2345, 1.9505, 0.9803], [-1.2740, 2.7609, 2.1091], [-0.1821, 2.8072, 2.9627], [0.9389, 2.0322, 2.7001], [0.9759, 1.2183, 1.5783], [-0.0384, -2.1586, 1.3425], [-1.3957, -3.1190, 2.1445], [-1.2721, -4.4640, 2.4978], [-2.2783, -5.1097, 3.2100], [-3.4225, -4.4217, 3.5890], [-3.5482, -3.0762, 3.2650], [-2.5405, -2.4312, 2.5603], [0.8994, -3.4843, 0.4772], [0.3152, -4.4170, -0.3827], [1.0954, -5.3530, -1.0469], [2.4747, -5.3736, -0.8537], [3.0649, -4.4621, 0.0092], [2.2775, -3.5241, 0.6714], [-1.1546, -2.1301, -0.8592], [-1.9543, -1.0852, 0.2943], [0.7589, -2.2045, -2.1687], [2.9117, -2.7601, -3.2017], [4.8334, -1.2012, -2.9950], [4.5671, 0.9168, -1.7388], [2.4073, 1.4920, -0.7141], [-2.0744, 1.9383, 0.2964], [-2.1461, 3.3767, 2.2970], [-0.1911, 3.4659, 3.8242], [1.7996, 2.0802, 3.3588], [1.8548, 0.6191, 1.3892], [-0.3852, -5.0168, 2.2128], [-2.1649, -6.1571, 3.4695], [-4.2075, -4.9268, 4.1393], [-4.4304, -2.5234, 3.5694], [-2.6421, -1.3715, 2.3422], [-0.7598, -4.4109, -0.5334], [0.6301, -6.0669, -1.7183], [3.0847, -6.0999, -1.3793], [4.1390, -4.4710, 0.1592], [2.7393, -2.7948, 1.3303]],
  "orbital_gap_ha": 0.2254,
  "total_charge": -1
}


Arrangement two

{
  "formula": "C36H30NP2PbS2Se",
  "method": "wB97M-V/def2-TZVPD",
  "symbols": ["Pb", "S", "C", "C", "C", "C", "C", "C", "S", "H", "H", "H", "H", "Se", "C", "C", "C", "N", "C", "C", "H", "H", "H", "H", "C", "P", "C", "C", "C", "C", "C", "C", "C", "C", "C", "C", "C", "C", "P", "C", "C", "C", "C", "C", "C", "C", "C", "C", "C", "C", "C", "H", "H", "H", "H", "H", "H", "H", "H", "H", "H", "H", "H", "H", "H", "H", "H", "H", "H", "H", "H", "H", "H"],
  "positions_angstrom": [[-0.7930, 1.0141, 1.4519], [-1.5188, 0.5951, -0.9837], [-3.1579, -0.0318, -0.7780], [-3.9112, -0.1391, -1.9451], [-5.2282, -0.5486, -1.9169], [-5.8234, -0.8471, -0.7016], [-5.0808, -0.7726, 0.4585], [-3.7416, -0.3830, 0.4465], [-2.9119, -0.3856, 2.0031], [-3.4383, 0.1341, -2.8766], [-5.7935, -0.6237, -2.8341], [-6.8669, -1.1294, -0.6590], [-5.5382, -1.0051, 1.4095], [1.8480, -0.0568, 1.7854], [2.0965, -0.0623, 3.6904], [2.0778, -1.2347, 4.4394], [2.3543, -1.1499, 5.7912], [2.6450, -0.0211, 6.4229], [2.6664, 1.0904, 5.6993], [2.4054, 1.1278, 4.3444], [1.8522, -2.1825, 3.9707], [2.3424, -2.0388, 6.4130], [2.9072, 1.9988, 6.2415], [2.4471, 2.0564, 3.7895], [3.9127, 0.7289, -1.8536], [2.1962, 0.3658, -1.2154], [1.9781, -1.3555, -1.7599], [2.9544, -2.2924, -1.4230], [2.7950, -3.6238, -1.7602], [1.6472, -4.0418, -2.4151], [0.6372, -3.1296, -2.6767], [0.7927, -1.7968, -2.3413], [1.2865, 1.3806, -2.4314], [0.8661, 2.6244, -1.9716], [0.1639, 3.4805, -2.7962], [-0.1097, 3.1033, -4.0989], [0.3134, 1.8712, -4.5684], [1.0093, 1.0100, -3.7397], [4.1035, 0.4297, -3.6807], [5.6235, 1.4143, -3.9548], [6.7525, 0.9046, -4.5875], [7.8264, 1.7262, -4.8751], [7.7807, 3.0752, -4.5659], [6.6470, 3.5983, -3.9653], [5.5766, 2.7774, -3.6706], [4.8141, -1.2583, -3.6440], [5.9549, -1.5767, -2.9143], [6.4605, -2.8612, -2.9424], [5.8302, -3.8418, -3.6928], [4.6921, -3.5335, -4.4175], [4.1902, -2.2443, -4.3976], [4.6465, 0.1718, -1.2653], [4.0764, 1.7942, -1.6652], [3.8410, -1.9705, -0.8937], [3.5626, -4.3402, -1.4959], [1.5371, -5.0783, -2.7085], [-0.2887, -3.4571, -3.1300], [-0.0153, -1.1024, -2.5210], [1.0813, 2.9054, -0.9491], [-0.1824, 4.4341, -2.4195], [-0.6691, 3.7662, -4.7440], [0.0950, 1.5738, -5.5850], [1.3210, 0.0404, -4.0995], [6.7890, -0.1421, -4.8540], [8.7057, 1.3083, -5.3444], [8.6186, 3.7171, -4.7987], [6.5968, 4.6517, -3.7284], [4.6838, 3.1973, -3.2269], [6.4528, -0.8109, -2.3339], [7.3506, -3.0993, -2.3770], [6.2319, -4.8451, -3.7131], [4.1946, -4.2990, -4.9958], [3.2999, -1.9976, -4.9592]],
  "orbital_gap_ha": 0.2330,
  "total_charge": -1
}


Most stable structure: arrangement one


Arrangement one

{
  "formula": "C4H6N2O",
  "method": "wB97M-V/def2-TZVPD",
  "symbols": ["C", "C", "C", "C", "O", "H", "H", "H", "H", "H", "H", "N", "N"],
  "positions_angstrom": [[-1.1134, -0.6914, -0.2484], [-0.2257, 0.2720, -0.4925], [0.2186, 1.2755, 0.5207], [0.3807, 0.3644, -1.8326], [0.1444, -0.3723, -2.7552], [-1.5933, -0.8013, 0.7090], [-1.3775, -1.3824, -1.0312], [-0.2209, 1.0695, 1.4918], [-0.0702, 2.2771, 0.2071], [1.3036, 1.2589, 0.6165], [1.1023, 1.1983, -1.9396], [0.3143, -2.5977, 2.3780], [1.1370, -1.8705, 2.3763]],
  "orbital_gap_ha": 0.3751
}


Arrangement two

{
  "formula": "C4H6N2O",
  "method": "wB97M-V/def2-TZVPD",
  "symbols": ["C", "C", "C", "O", "H", "H", "H", "H", "N", "C", "N", "H", "H"],
  "positions_angstrom": [[-2.2678, 0.2191, 0.2361], [-0.9508, -0.6430, 0.0820], [-0.2400, 0.4379, -0.0288], [0.1318, 1.5557, -0.0153], [-2.5654, 0.7980, -0.6582], [-2.9561, -0.5760, 0.4364], [-2.2775, 0.9337, 1.0788], [-0.8774, -1.5773, -0.4911], [1.6922, -1.8524, -0.8347], [2.1989, -0.8700, -0.4580], [2.7520, 0.2888, -0.0690], [2.0823, 1.0536, -0.0712], [3.2777, 0.2320, 0.7929]],
  "orbital_gap_ha": 0.3618
}


Arrangement three

{
  "formula": "C4H6N2O",
  "method": "wB97M-V/def2-TZVPD",
  "symbols": ["N", "C", "C", "C", "N", "C", "O", "H", "H", "H", "H", "H", "H"],
  "positions_angstrom": [[0.8929, -1.7618, -0.1144], [0.1019, -0.5857, 0.0323], [-1.2240, -0.3332, 0.5016], [-1.4442, 1.0157, 0.3984], [-0.2979, 1.5979, -0.1209], [0.6326, 0.6269, -0.3083], [1.8910, 0.8945, -0.7200], [0.7986, -2.1471, -1.0491], [0.6221, -2.4853, 0.5406], [-1.9054, -1.0657, 0.9144], [-2.2737, 1.6266, 0.7232], [-0.1569, 2.5620, -0.3698], [2.3725, 0.0804, -0.4863]],
  "orbital_gap_ha": 0.3094
}


Arrangement four

{
  "formula": "C4H6N2O",
  "method": "wB97M-V/def2-TZVPD",
  "symbols": ["C", "C", "N", "C", "C", "O", "N", "H", "H", "H", "H", "H", "H"],
  "positions_angstrom": [[2.1377, -0.2827, 0.2535], [0.7096, -0.1439, -0.1474], [0.1223, -0.6628, -1.1720], [-1.2396, -0.4209, -0.9704], [-1.4263, 0.2690, 0.1777], [-2.5312, 0.6807, 0.8373], [-0.1675, 0.5119, 0.7458], [2.7754, -0.3426, -0.6270], [2.2276, -1.2133, 0.8263], [2.4767, 0.5275, 0.9085], [-1.9794, -0.7737, -1.6744], [-3.2999, 0.4054, 0.3188], [0.1945, 1.4454, 0.5234]],
  "orbital_gap_ha": 0.3314
}


Most stable structure: arrangement one


Arrangement one

{
  "formula": "C3H3ClO2",
  "method": "wB97M-V/def2-TZVPD",
  "symbols": ["C", "C", "Cl", "O", "C", "O", "H", "H", "H"],
  "positions_angstrom": [[1.1095, -0.1715, 0.0767], [-0.4051, -0.3720, -0.1816], [-0.8152, -2.0242, -0.1110], [-1.0016, 0.4957, -1.2437], [-1.3393, 0.6731, 0.0186], [-2.0776, 1.7570, 0.9939], [1.6644, -1.1697, 0.0719], [1.2213, 0.3277, 1.0484], [1.6436, 0.4840, -0.6731]],
  "orbital_gap_ha": 0.3579
}


Arrangement two

{
  "formula": "C3H3ClO2",
  "method": "wB97M-V/def2-TZVPD",
  "symbols": ["O", "C", "O", "C", "C", "Cl", "H", "H", "H"],
  "positions_angstrom": [[2.5618, -0.4451, -0.4892], [1.5553, -0.7336, 0.0012], [0.6700, -1.1861, 0.7518], [-0.2822, -0.5608, -0.3193], [-0.9324, 0.6618, 0.1611], [0.2027, 2.0709, 0.0577], [-0.7523, -1.3267, -0.8967], [-1.2380, 0.6213, 1.2060], [-1.7848, 0.8982, -0.4727]],
  "orbital_gap_ha": 0.3460
}


Most stable structure: arrangement two


Arrangement one

{
  "formula": "C4H4N2O",
  "method": "wB97M-V/def2-TZVPD",
  "symbols": ["H", "N", "C", "C", "O", "C", "C", "N", "H", "H", "H"],
  "positions_angstrom": [[-2.6030, -0.9033, 0.1530], [-2.2251, 0.0440, -0.0026], [-0.9487, -0.0009, -0.1280], [-0.2098, -1.4168, -0.0420], [-0.8069, -2.3576, 0.4513], [-0.0452, 1.1247, 0.0007], [1.2271, 0.8101, 0.0871], [2.3871, 0.6493, -0.0755], [0.7095, -1.5676, -0.6325], [-0.4384, 2.1196, 0.1657], [2.9535, 1.4985, 0.0229]],
  "orbital_gap_ha": 0.2897
}


Arrangement two

{
  "formula": "C4H4N2O",
  "method": "wB97M-V/def2-TZVPD",
  "symbols": ["H", "N", "C", "C", "N", "C", "C", "O", "H", "H", "H"],
  "positions_angstrom": [[2.9644, 0.9523, 0.0227], [2.3756, 0.1231, 0.0315], [1.1025, 0.1739, 0.0189], [0.4360, -1.1425, 0.0324], [-0.8191, -1.3832, 0.0028], [-1.7431, -0.2891, -0.0396], [-1.2397, 0.9666, -0.0295], [0.2027, 1.2212, -0.0026], [1.1925, -1.9296, 0.0726], [-2.7905, -0.6573, -0.0736], [-1.6814, 1.9646, -0.0358]],
  "orbital_gap_ha": 0.3436
}


Arrangement three

{
  "formula": "C4H4N2O",
  "method": "wB97M-V/def2-TZVPD",
  "symbols": ["O", "C", "C", "C", "N", "N", "C", "H", "H", "H", "H"],
  "positions_angstrom": [[2.4122, -0.2264, -0.0799], [1.2925, 0.4396, -0.1265], [-0.0676, 0.1499, 0.2312], [-1.1125, 1.0482, 0.0678], [-2.2510, 0.4167, -0.1823], [-2.0468, -0.9001, -0.1358], [-0.8183, -1.1288, 0.0566], [2.5873, -1.3858, -0.1884], [1.5818, 1.5254, -0.1900], [-1.2949, 2.1561, 0.1979], [-0.2827, -2.0947, 0.3494]],
  "orbital_gap_ha": 0.3147
}


Arrangement four

{
  "formula": "C4H4N2O",
  "method": "wB97M-V/def2-TZVPD",
  "symbols": ["N", "C", "C", "C", "N", "C", "O", "H", "H", "H", "H"],
  "positions_angstrom": [[1.8484, 0.1409, -2.7256], [1.1482, 0.1678, -1.7941], [0.3400, 0.5793, -0.6318], [0.7680, -0.1838, 0.7386], [-0.3848, -0.5691, -0.0762], [-1.6033, -0.6036, 0.6282], [-1.7097, -1.2205, 1.7304], [0.0006, 1.6826, -0.3693], [1.6464, -0.6300, 0.8451], [0.5618, 0.6230, 1.5360], [-2.6157, 0.0134, 0.1187]],
  "orbital_gap_ha": 0.3998
}


Most stable structure: arrangement two